[1]
Below is one molecule with the formula C2H6N4O2, with properties calculated with ωB97M-V/def2-TZVPD.

Computed properties:
SMILES: [H]/N=C(/N)N(N)C(=O)O
Orbital gap in eV: 9.45
Lowest unoccupied orbital energy in eV: 0.3
Energy in hartree: -449.27612
2S+1: 1
Energy above the lowest of the compared OMol25 structures with the same formula, charge and spin in kcal per mole: 28.3

Each line ends with the natural charge from an NBO analysis.
Geometry (Å):
1 C 0.58 1.00 -0.02  0.554
2 C -1.73 0.02 0.06  0.910
3 N 0.35 2.14 0.38  -0.724
4 N 1.85 0.65 -0.43  -0.853
5 N -0.27 -0.16 0.07  -0.378
6 N 0.20 -1.46 0.22  -0.649
7 O -2.45 -1.11 0.21  -0.692
8 O -2.19 1.10 -0.10  -0.587
9 H -0.67 2.40 0.59  0.395
10 H 2.76 1.10 -0.32  0.423
11 H 1.99 -0.40 -0.76  0.368
12 H 1.02 -1.33 0.83  0.373
13 H 0.54 -1.93 -0.70  0.340
14 H -1.99 -2.01 -0.01  0.521

***

[2]
Below is an isolated ion of composition C2H6N4O3PS and charge +1, with properties calculated with ωB97M-V/def2-TZVPD.

Computed properties:
SMILES: Nc1ncn(P(O)(O)=S)[n+]1O
Orbital gap in eV: 7.62
Lowest unoccupied orbital energy in eV: -5.1
Net charge: +1
Energy in hartree: -1263.67818
2S+1: 1
Energy above the lowest of the compared OMol25 structures with the same formula, charge and spin in kcal per mole: 69.8

Each line ends with the natural charge from an NBO analysis.
Geometry (Å):
1 N -1.53 -2.22 1.77  -0.779
2 C -0.94 -1.65 0.66  0.571
3 N -0.67 -2.20 -0.73  -0.407
4 C 0.04 -1.04 -1.39  0.253
5 N 0.13 0.07 -0.36  -0.541
6 P 0.99 1.53 -0.92  1.794
7 O 2.36 0.95 -1.88  -0.893
8 O 0.00 2.68 -1.77  -0.929
9 S 1.82 2.52 0.58  -0.518
10 N -0.44 -0.23 0.89  0.058
11 O -0.48 0.57 1.98  -0.432
12 H -1.82 -1.65 2.61  0.456
13 H -1.65 -3.28 1.78  0.462
14 H 0.44 -1.11 -2.50  0.328
15 H 2.79 0.26 -1.25  0.515
16 H 0.23 3.59 -1.35  0.550
17 H -1.26 1.22 1.89  0.510

***

[3]
Below is one molecule with the formula C2H6N4OS, with properties calculated with ωB97M-V/def2-TZVPD.

Computed properties:
SMILES: [H]/N=C(\N)NSC(N)=O
Orbital gap in eV: 9.65
Lowest unoccupied orbital energy in eV: 0.4
Energy in hartree: -772.26893
2S+1: 1
Energy above the lowest of the compared OMol25 structures with the same formula, charge and spin in kcal per mole: 18.4

Each line ends with the natural charge from an NBO analysis.
Geometry (Å):
1 C -1.75 -0.09 0.08  0.571
2 C 1.55 -0.42 -0.21  0.511
3 H -2.22 -0.61 2.02  0.388
4 H -1.16 0.65 1.89  0.387
5 H -3.37 -1.02 0.08  0.328
6 H -1.01 0.69 -1.70  0.430
7 H 3.13 -1.31 0.71  0.400
8 H 2.79 0.19 1.42  0.398
9 N -1.48 -0.24 1.44  -0.842
10 N -2.70 -0.61 -0.60  -0.724
11 N -0.91 0.76 -0.67  -0.766
12 N 2.78 -0.37 0.45  -0.852
13 O 1.04 -1.37 -0.75  -0.569
14 S 0.68 1.17 -0.12  0.340

***

[4]
Below is one molecule with the formula C2H6N4OS, with properties calculated with ωB97M-V/def2-TZVPD.

Computed properties:
SMILES: [H]/N=C\NS/C(=N\[H])NO
Orbital gap in eV: 9.98
Lowest unoccupied orbital energy in eV: 0.3
Energy in hartree: -772.17312
2S+1: 1
Energy above the lowest of the compared OMol25 structures with the same formula, charge and spin in kcal per mole: 78.5

Each line ends with the natural charge from an NBO analysis.
Geometry (Å):
1 C -1.38 -0.68 0.03  0.227
2 C 2.17 0.19 -0.07  0.261
3 H -0.66 2.22 -0.01  0.473
4 H -2.49 0.63 -0.99  0.385
5 H -1.85 -2.46 0.11  0.343
6 H 1.12 1.18 1.35  0.409
7 H 2.93 0.99 -0.05  0.169
8 H 1.75 -1.47 -0.83  0.330
9 N -1.56 0.57 -0.57  -0.346
10 N -2.19 -1.61 -0.30  -0.663
11 N 1.11 0.37 0.75  -0.767
12 N 2.44 -0.72 -0.88  -0.672
13 O -1.40 1.69 0.34  -0.573
14 S 0.00 -0.90 1.11  0.424

***

[5]
Below is a 2-piece molecular cluster, C2H6N4S overall, with properties calculated with ωB97M-V/def2-TZVPD.

Computed properties:
Orbital gap (spin up / spin down) in eV: 7.96 / 7.96
Lowest unoccupied orbital energy (spin up / spin down) in eV: -0.4 / -0.4
Energy in hartree: -696.85293
2S+1: 1
Energy above the lowest of the compared OMol25 structures with the same formula, charge and spin in kcal per mole: 108.6

Each line ends with the natural charge from an NBO analysis.
Geometry (Å):
1 C -0.82 -0.60 -0.87  -0.201
2 C 0.72 -1.05 2.57  -0.869
3 N -0.09 1.81 -3.22  0.027
4 N -0.30 0.60 -2.82  -0.200
5 N -0.27 2.75 -2.40  -0.394
6 N -0.45 0.48 -1.51  -0.206
7 S -0.38 2.14 -0.81  0.550
8 H 0.85 -1.60 1.54  0.213
9 H -0.82 -1.47 -1.43  0.215
10 H -0.68 -0.46 0.19  0.207
11 H -0.09 -1.45 3.20  0.222
12 H 0.65 0.04 2.40  0.212
13 H 1.67 -1.18 3.18  0.224

***

[6]
Below is one molecule with the formula C2H6N4S, with properties calculated with ωB97M-V/def2-TZVPD.

Computed properties:
SMILES: [H]/N=C(/N)S/C(N)=N/[H]
Orbital gap in eV: 9.87
Lowest unoccupied orbital energy in eV: 0.6
Energy in hartree: -697.02488
2S+1: 1
Energy above the lowest of the compared OMol25 structures with the same formula, charge and spin in kcal per mole: 0.7

Each line ends with the natural charge from an NBO analysis.
Geometry (Å):
1 C 0.43 1.12 0.51  0.319
2 C -0.27 -1.27 -0.83  0.307
3 H 0.47 2.87 1.59  0.391
4 H -1.03 2.52 0.88  0.396
5 H 2.07 1.08 1.45  0.346
6 H -1.16 -2.94 -1.48  0.399
7 H -2.26 -1.68 -1.16  0.386
8 H 1.51 -1.21 -0.13  0.396
9 N -0.15 2.17 1.19  -0.827
10 N 1.59 0.64 0.69  -0.737
11 N -1.32 -1.92 -1.47  -0.836
12 N 0.79 -1.87 -0.49  -0.692
13 S -0.67 0.50 -0.76  0.151

***

[7]
Below is one molecule with the formula C2H6N4S, with properties calculated with ωB97M-V/def2-TZVPD.

Computed properties:
SMILES: [H]/N=C(/N)N(N)C=S
Orbital gap in eV: 9.01
Lowest unoccupied orbital energy in eV: 0.3
Energy in hartree: -696.93081
2S+1: 1
Energy above the lowest of the compared OMol25 structures with the same formula, charge and spin in kcal per mole: 59.8

Each line ends with the natural charge from an NBO analysis.
Geometry (Å):
1 C 1.05 0.79 0.05  -0.085
2 C -0.98 -0.64 0.04  0.548
3 H -1.27 2.27 0.69  0.335
4 H -1.97 1.29 -0.59  0.401
5 H 1.13 1.85 -0.15  0.212
6 H -2.76 0.25 0.71  0.385
7 H -2.98 -1.32 -0.17  0.432
8 H 0.46 -1.91 -0.18  0.384
9 N -0.93 1.71 -0.21  -0.662
10 N -0.26 0.59 0.14  -0.307
11 N -2.41 -0.37 -0.01  -0.886
12 N -0.58 -1.82 -0.04  -0.686
13 S 2.27 -0.26 0.00  -0.070

***

[8]
Below is one molecule with the formula C2H6N4S, with properties calculated with ωB97M-V/def2-TZVPD.

Computed properties:
SMILES: N/N=C/NNC=S
Orbital gap in eV: 9.04
Lowest unoccupied orbital energy in eV: 0.6
Energy in hartree: -696.89736
2S+1: 1
Energy above the lowest of the compared OMol25 structures with the same formula, charge and spin in kcal per mole: 80.8

Each line ends with the natural charge from an NBO analysis.
Geometry (Å):
1 C -0.43 0.36 -0.53  0.196
2 C 0.82 -1.56 1.48  -0.138
3 H 0.50 2.98 -1.91  0.375
4 H -0.93 2.71 -0.78  0.351
5 H -0.88 0.83 0.39  0.143
6 H -0.05 -1.52 -1.33  0.392
7 H -1.36 -1.73 1.24  0.391
8 H 0.63 -1.85 2.62  0.206
9 N 0.09 2.46 -1.02  -0.684
10 N 0.23 1.08 -1.38  -0.282
11 N -0.55 -1.04 -0.49  -0.466
12 N -0.35 -1.62 0.72  -0.440
13 S 2.27 -1.11 0.98  -0.045

***

[9]
Below is one molecule with the formula C2H6N4S, with properties calculated with ωB97M-V/def2-TZVPD.

Computed properties:
SMILES: [H]/N=C(N)/C(=N\[H])NS
Orbital gap in eV: 9.74
Lowest unoccupied orbital energy in eV: 0.2
Energy in hartree: -696.89704
2S+1: 1
Energy above the lowest of the compared OMol25 structures with the same formula, charge and spin in kcal per mole: 81.0

Each line ends with the natural charge from an NBO analysis.
Geometry (Å):
1 C -0.85 -0.39 -0.29  0.347
2 C 0.14 0.78 0.09  0.349
3 H 0.09 -0.78 1.47  0.451
4 H -1.26 -2.16 0.98  0.400
5 H -2.36 -1.11 -0.79  0.318
6 H -1.10 1.83 -0.28  0.373
7 H 2.02 1.17 0.71  0.415
8 H 2.26 0.39 -1.53  0.108
9 N -0.65 -1.18 0.73  -0.836
10 N -1.75 -0.27 -1.16  -0.693
11 N -0.14 1.93 -0.10  -0.613
12 N 1.31 0.33 0.78  -0.728
13 S 2.28 -0.53 -0.60  0.111